# C27H35N3O5S

An isolated molecule of C27H35N3O5S at a distorted geometry (ωB97M-V/def2-TZVPD, the OMol25 dataset).

Values from the calculation:
SMILES: COc1ccc(/C=C/C(=O)Nc2cc(S(=O)(=O)N3CCCCC3)ccc2N2CCCCC2)cc1OC
Relative energy (zero: lowest compared OMol25 entry of this formula, charge and spin) (kcal per mole): 66.6
HOMO (eV): -8.00
Gap between HOMO and LUMO (eV): 8.12

Positions of all 71 atoms, in Å:
C1 -6.128 -0.532 2.407
H1 -7.200 -0.391 2.530
O1 -5.971 -1.186 1.173
C2 -4.714 -1.471 0.745
C3 -3.548 -1.200 1.444
C4 -2.310 -1.512 0.909
C5 -2.207 -2.110 -0.341
C6 -3.386 -2.410 -1.037
C7 -4.627 -2.097 -0.522
O2 -5.816 -2.341 -1.133
C8 -5.804 -2.963 -2.394
H2 -5.351 -3.959 -2.347
H3 -5.275 -2.357 -3.137
H4 -6.849 -3.057 -2.684
H5 -3.301 -2.882 -2.003
C9 -0.936 -2.428 -0.957
C10 0.259 -1.934 -0.607
C11 1.488 -2.338 -1.305
O3 1.623 -3.388 -1.904
N1 2.550 -1.478 -1.175
C12 2.540 -0.140 -0.779
C13 1.490 0.698 -1.126
C14 1.514 2.031 -0.767
C15 2.597 2.562 -0.096
C16 3.664 1.745 0.229
C17 3.657 0.382 -0.083
N2 4.725 -0.461 0.196
C18 6.040 0.110 0.401
H6 6.152 0.977 -0.253
C19 7.095 -0.937 0.042
C20 6.917 -2.188 0.895
C21 5.495 -2.715 0.730
H7 5.322 -3.568 1.388
C22 4.498 -1.609 1.059
H8 3.476 -1.967 0.937
H9 4.627 -1.310 2.113
H10 5.344 -3.046 -0.300
H11 7.641 -2.950 0.603
H12 7.093 -1.941 1.945
H13 6.987 -1.199 -1.013
H14 8.089 -0.513 0.188
H15 6.187 0.431 1.445
H16 4.506 2.165 0.756
H17 2.594 3.610 0.153
S1 0.129 3.078 -1.179
O4 -0.600 2.468 -2.258
O5 0.594 4.424 -1.351
N3 -0.719 3.015 0.272
C23 -1.359 4.247 0.686
C24 -2.692 4.466 -0.027
C25 -3.604 3.263 0.202
C26 -2.906 1.996 -0.285
C27 -1.557 1.845 0.419
H18 -1.009 0.998 0.006
H19 -1.706 1.678 1.492
H20 -2.724 2.066 -1.358
H21 -3.516 1.112 -0.092
H22 -4.548 3.398 -0.329
H23 -3.826 3.174 1.270
H24 -2.496 4.578 -1.095
H25 -3.159 5.382 0.340
H26 -0.661 5.052 0.457
H27 -1.508 4.196 1.771
H28 0.667 0.330 -1.719
H29 3.442 -1.834 -1.497
H30 0.375 -1.234 0.207
H31 -0.966 -3.097 -1.808
H32 -1.424 -1.299 1.486
H33 -3.594 -0.739 2.419
H34 -5.746 -1.137 3.237
H35 -5.632 0.445 2.411

Force components x, y, z for each atom (eV/Å):
C 0.0 0.1 0.2
H 0.1 0.0 0.0
O 0.2 -0.2 -0.4
C -0.1 -0.1 -0.1
C -0.3 0.0 0.1
C 0.1 -0.2 -0.3
C -0.5 0.2 0.5
C 0.0 0.0 0.0
C -0.2 0.1 0.2
O 0.2 0.2 0.4
C 0.0 -0.1 -0.2
H 0.0 0.0 0.0
H 0.0 0.0 0.0
H 0.1 0.0 0.0
H 0.0 -0.1 -0.1
C 0.8 0.1 -0.1
C -0.6 -0.2 0.1
C 0.3 -0.2 -0.1
O -0.1 -0.1 -0.1
N 0.4 -0.1 -0.2
C -0.1 0.5 0.2
C 0.1 0.0 -0.1
C -0.4 0.2 -0.2
C 0.0 0.1 0.0
C -0.1 -0.1 0.0
C -0.5 0.2 -0.1
N 0.2 -0.1 -0.2
C 0.3 0.0 -0.3
H 0.0 0.0 0.1
C 0.0 0.1 0.3
C -0.1 -0.1 -0.3
C 0.0 0.1 0.3
H 0.0 0.0 0.0
C -0.1 -0.4 0.1
H 0.1 0.1 0.1
H -0.1 0.0 0.0
H -0.1 -0.1 -0.1
H 0.0 0.0 0.1
H 0.0 0.0 0.1
H 0.0 0.0 -0.1
H 0.0 0.0 0.0
H 0.0 0.1 0.0
H 0.1 0.0 0.0
H 0.1 0.1 0.1
S 0.2 -0.2 0.5
O 0.1 -0.2 0.2
O 0.1 0.0 0.2
N 0.7 0.2 -0.8
C -0.1 0.7 -0.2
C 0.0 -0.1 0.3
C 0.1 0.0 -0.3
C 0.0 0.0 0.2
C -0.3 -0.5 -0.2
H -0.1 -0.2 0.2
H 0.1 0.0 0.0
H -0.1 -0.1 0.0
H 0.0 0.0 0.0
H 0.0 0.0 0.1
H -0.1 0.0 0.1
H 0.0 0.1 -0.1
H 0.0 0.1 -0.1
H -0.1 0.1 0.2
H 0.1 0.0 0.0
H 0.0 -0.1 -0.1
H -0.1 -0.1 0.0
H -0.1 0.1 0.1
H 0.1 -0.1 -0.1
H 0.1 0.0 0.1
H -0.1 0.0 0.1
H 0.0 0.0 0.0
H 0.0 0.0 0.0

Partial atomic charges computed with the natural (NBO) method, in multiples of e:
1 C -0.251
2 H 0.204
3 O -0.478
4 C 0.260
5 C -0.290
6 C -0.199
7 C -0.101
8 C -0.276
9 C 0.333
10 O -0.493
11 C -0.253
12 H 0.176
13 H 0.177
14 H 0.203
15 H 0.221
16 C -0.094
17 C -0.336
18 C 0.653
19 O -0.605
20 N -0.640
21 C 0.187
22 C -0.227
23 C -0.346
24 C -0.166
25 C -0.254
26 C 0.167
27 N -0.462
28 C -0.213
29 H 0.214
30 C -0.399
31 C -0.398
32 C -0.403
33 H 0.214
34 C -0.214
35 H 0.221
36 H 0.172
37 H 0.200
38 H 0.213
39 H 0.194
40 H 0.204
41 H 0.211
42 H 0.169
43 H 0.222
44 H 0.238
45 S 2.321
46 O -0.946
47 O -0.943
48 N -0.679
49 C -0.227
50 C -0.419
51 C -0.398
52 C -0.432
53 C -0.226
54 H 0.218
55 H 0.195
56 H 0.230
57 H 0.217
58 H 0.213
59 H 0.185
60 H 0.210
61 H 0.211
62 H 0.238
63 H 0.192
64 H 0.252
65 H 0.415
66 H 0.210
67 H 0.223
68 H 0.213
69 H 0.222
70 H 0.176
71 H 0.175

# C27H36AuGe2N4SSe

A structure of composition C27H36AuGe2N4SSe (ωB97M-V/def2-TZVPD, the OMol25 dataset).

Values from the calculation:
Multiplicity: 2
Relative energy (zero: lowest compared OMol25 entry of this formula, charge and spin) (kcal per mole): 0.0
HOMO (alpha / beta) (eV): -13.81 / -13.99
Charge: +2
Gap between HOMO and LUMO (alpha / beta) (eV): 6.69 / 5.74

Positions of all 72 atoms, in Å:
Au1 -0.102 -1.276 0.145
C1 3.262 -2.803 -4.467
C2 1.855 -2.927 -4.027
N1 0.882 -3.434 -4.713
N2 -0.200 -3.348 -3.894
C3 0.069 -2.802 -2.715
S1 -1.092 -2.635 -1.465
N3 1.392 -2.523 -2.781
N4 2.120 -1.943 -1.750
H1 3.351 -3.235 -5.461
H2 3.932 -3.335 -3.792
H3 3.566 -1.757 -4.509
H4 -1.096 -3.695 -4.202
H5 2.574 -1.103 -2.096
H6 2.808 -2.605 -1.406
C4 -3.851 1.254 1.078
Ge1 -3.353 0.857 -0.753
C5 -4.112 -0.857 -1.267
C6 -3.768 2.319 -1.980
Ge2 -0.872 0.924 -1.038
C7 -0.207 0.585 -2.829
C8 -1.010 -0.054 -3.779
C9 -0.564 -0.229 -5.081
C10 0.695 0.230 -5.448
C11 1.503 0.871 -4.516
C12 1.054 1.049 -3.214
C13 0.226 2.394 -0.395
C14 0.002 3.532 -1.181
C15 0.639 4.729 -0.891
C16 1.523 4.800 0.175
C17 1.763 3.675 0.950
C18 1.111 2.482 0.673
H7 -4.935 1.353 1.133
H8 -3.402 2.187 1.415
H9 -3.551 0.441 1.736
H10 -5.196 -0.782 -1.170
H11 -3.775 -1.642 -0.594
H12 -3.880 -1.142 -2.291
H13 -4.853 2.433 -2.023
H14 -3.405 2.121 -2.988
H15 -3.342 3.256 -1.621
H16 -1.996 -0.414 -3.505
H17 -1.203 -0.702 -5.815
H18 1.038 0.104 -6.467
H19 2.470 1.258 -4.812
H20 1.674 1.585 -2.503
H21 -0.665 3.496 -2.039
H22 0.450 5.601 -1.504
H23 2.029 5.731 0.398
H24 2.460 3.726 1.776
H25 1.315 1.621 1.295
C19 0.131 -0.878 7.890
C20 0.424 -0.917 6.428
C21 1.502 -1.657 5.925
C22 1.800 -1.688 4.585
C23 2.983 -2.484 4.115
C24 0.946 -0.972 3.681
Se1 1.526 -0.968 1.917
C25 -0.159 -0.214 4.174
C26 -1.071 0.605 3.314
C27 -0.378 -0.201 5.532
H26 0.850 -1.453 8.467
H27 -0.869 -1.275 8.083
H28 0.135 0.153 8.249
H29 2.123 -2.214 6.614
H30 3.494 -2.930 4.965
H31 3.702 -1.858 3.583
H32 2.683 -3.286 3.440
H33 -0.841 0.539 2.255
H34 -1.019 1.655 3.605
H35 -2.098 0.283 3.469
H36 -1.199 0.391 5.921

Force components x, y, z for each atom (eV/Å):
Au 0.2 -0.5 0.2
C 0.0 0.0 0.0
C 0.0 0.0 0.0
N 0.0 0.0 0.0
N 0.0 0.0 0.0
C 0.0 0.0 0.1
S -0.2 0.0 -0.1
N 0.0 0.1 0.0
N 0.0 0.0 0.0
H 0.0 0.0 0.0
H 0.0 0.0 0.0
H 0.0 0.0 0.0
H 0.0 0.0 0.0
H 0.0 0.0 0.0
H 0.0 0.0 0.0
C 0.1 0.1 0.0
Ge 0.0 0.1 0.0
C 0.0 0.0 -0.1
C 0.0 0.0 0.0
Ge 0.0 0.1 -0.1
C -0.1 0.0 0.0
C 0.0 0.0 -0.1
C 0.0 0.0 0.0
C 0.0 0.0 0.0
C 0.0 -0.1 0.0
C 0.0 0.0 0.1
C -0.2 0.1 0.0
C 0.0 0.0 0.0
C 0.0 0.0 0.0
C 0.0 0.0 0.0
C 0.0 0.0 0.0
C 0.0 0.0 0.0
H 0.0 0.0 0.0
H 0.0 0.0 0.1
H 0.0 0.0 0.0
H 0.0 0.0 0.0
H 0.0 -0.1 0.0
H 0.0 0.0 0.0
H 0.0 0.0 0.0
H 0.0 0.0 0.0
H 0.0 0.0 0.0
H 0.0 0.0 0.0
H 0.0 0.0 0.0
H 0.0 0.0 0.0
H 0.0 0.0 0.0
H 0.0 0.0 0.0
H 0.0 0.0 0.0
H 0.0 0.0 0.0
H 0.0 0.0 0.0
H 0.0 0.0 0.0
H 0.0 0.0 0.0
C 0.0 0.0 0.0
C 0.0 0.0 0.0
C 0.0 0.0 0.0
C 0.0 0.0 0.0
C 0.0 0.0 0.0
C 0.1 0.2 -0.1
Se 0.1 0.0 0.1
C 0.0 -0.1 0.0
C 0.0 0.1 0.0
C 0.0 0.0 0.0
H 0.0 0.0 0.0
H 0.0 0.0 0.0
H 0.0 0.0 0.0
H 0.0 0.0 0.0
H 0.0 0.0 0.0
H 0.0 0.0 0.0
H 0.0 0.0 0.0
H 0.0 0.0 0.0
H 0.0 0.0 0.0
H -0.1 0.0 0.0
H 0.0 0.0 0.0

Partial atomic charges computed with the Mulliken method, in multiples of e:
1 Au 0.446
2 C -1.352
3 C 0.982
4 N -0.743
5 N 0.372
6 C 0.227
7 S -0.442
8 N 0.500
9 N -0.815
10 H 0.357
11 H 0.369
12 H 0.295
13 H 0.184
14 H 0.209
15 H 0.273
16 C -1.145
17 Ge 0.701
18 C -1.118
19 C -1.141
20 Ge -0.482
21 C 0.957
22 C -0.219
23 C -0.645
24 C -0.624
25 C -0.814
26 C -0.577
27 C 0.464
28 C -0.298
29 C -0.749
30 C -0.546
31 C -0.740
32 C 0.398
33 H 0.476
34 H 0.394
35 H 0.254
36 H 0.441
37 H 0.363
38 H 0.343
39 H 0.460
40 H 0.383
41 H 0.398
42 H 0.218
43 H 0.486
44 H 0.473
45 H 0.506
46 H 0.554
47 H 0.417
48 H 0.433
49 H 0.407
50 H 0.436
51 H -0.011
52 C -1.452
53 C 0.569
54 C -1.036
55 C 0.698
56 C -1.745
57 C 0.696
58 Se -0.031
59 C 0.706
60 C -1.119
61 C -0.790
62 H 0.368
63 H 0.368
64 H 0.372
65 H 0.329
66 H 0.403
67 H 0.398
68 H 0.363
69 H -0.243
70 H 0.434
71 H 0.480
72 H 0.516

# C27H36BeCl6Cs2F2NO9S

A structure of composition C27H36BeCl6Cs2F2NO9S at a distorted geometry (ωB97M-V/def2-TZVPD, the OMol25 dataset).

Values from the calculation:
HOMO (eV): -9.14
Charge: +1
Gap between HOMO and LUMO (eV): 1.09

Positions of all 85 atoms, in Å:
O1 -0.486 0.149 4.593
S1 0.338 0.535 3.421
O2 1.585 -0.143 3.482
C1 0.627 2.294 3.535
C2 0.885 3.011 2.159
C3 2.313 3.677 2.135
C4 3.508 2.667 2.060
F1 4.367 3.034 0.945
C5 0.608 2.040 0.949
C6 -0.694 1.228 1.131
C7 -1.975 2.096 1.469
C8 -2.194 3.284 0.874
C9 -3.308 4.129 1.071
N1 -4.272 3.793 1.899
C10 -4.108 2.640 2.560
C11 -3.105 1.738 2.480
O3 -0.506 0.098 2.046
H1 1.455 2.474 4.225
H2 -0.275 2.734 3.978
H3 0.163 3.829 2.082
H4 2.403 4.236 3.075
H5 2.309 4.412 1.323
H6 3.155 1.591 2.037
H7 4.089 2.791 2.976
H8 0.507 2.599 0.007
H9 1.423 1.296 0.770
H10 -0.882 0.771 0.151
H11 -1.454 3.631 0.153
H12 -3.381 5.068 0.482
H13 -4.915 2.379 3.252
H14 -3.082 0.780 3.115
Cs1 4.032 1.420 -0.128
C12 3.999 -5.602 -2.364
C13 3.278 -4.265 -2.572
O4 3.867 -3.477 -3.579
C14 3.901 -4.046 -4.886
C15 2.526 -4.371 -5.443
H15 5.052 -5.410 -2.114
H16 3.535 -6.214 -1.504
H17 3.975 -6.224 -3.254
H18 3.339 -3.685 -1.648
H19 2.220 -4.409 -2.773
H20 4.547 -4.929 -4.899
H21 4.380 -3.305 -5.525
H22 2.005 -5.117 -4.840
H23 2.614 -4.763 -6.456
H24 1.903 -3.476 -5.467
C16 1.495 -5.313 2.795
C17 0.651 -5.186 1.552
O5 1.422 -5.892 0.570
C18 2.223 -6.776 1.249
O6 2.869 -7.628 0.735
O7 2.183 -6.546 2.580
H25 0.899 -5.353 3.703
H26 2.232 -4.511 2.888
H27 -0.322 -5.671 1.656
H28 0.499 -4.150 1.251
Cl1 -2.266 5.068 -1.341
C19 -4.790 5.670 5.792
Cl2 -5.268 7.347 5.519
Cl3 -4.496 4.877 4.235
Cl4 -3.308 5.631 6.768
Cl5 -6.081 4.821 6.653
F2 0.089 3.924 -2.945
C20 -0.462 4.311 -4.114
C21 0.099 5.369 -4.792
C22 -0.450 5.780 -5.996
C23 -1.564 5.127 -6.501
C24 -2.123 4.064 -5.802
C25 -1.566 3.648 -4.602
H29 0.978 5.876 -4.363
H30 -0.010 6.607 -6.539
H31 -1.999 5.448 -7.438
H32 -2.996 3.558 -6.193
H33 -1.983 2.819 -4.047
Be1 1.689 6.961 -3.165
C26 -4.268 -5.413 1.157
C27 -3.431 -5.964 2.305
O8 -3.987 -6.756 3.075
O9 -2.235 -5.566 2.378
H34 -5.282 -5.812 1.177
H35 -4.322 -4.324 1.228
H36 -3.808 -5.682 0.205
Cl6 1.797 -6.558 -1.846
Cs2 -2.381 -0.793 3.227

Force components x, y, z for each atom (eV/Å):
O 1.3 1.6 -1.9
S -0.2 -1.2 4.0
O 1.1 -0.1 -1.7
C -0.9 1.2 -1.5
C 0.8 -0.6 -0.5
C -0.8 -0.9 0.0
C -1.5 1.8 2.6
F 1.1 8.4 7.4
C 0.0 0.2 0.6
C -1.2 1.4 -1.2
C -1.9 -1.8 3.1
C 1.7 0.3 -1.0
C -0.6 0.1 0.4
N 0.4 0.0 -0.6
C -1.4 -0.9 0.8
C 3.0 -0.2 -1.6
O 3.5 2.8 0.2
H -0.1 -0.7 0.0
H 0.1 -0.4 0.0
H 0.1 -0.2 0.0
H 0.1 0.0 -0.3
H 0.4 -0.2 0.0
H 0.6 1.4 0.0
H 0.4 -0.1 -0.5
H 0.0 0.1 0.3
H -0.6 0.4 0.4
H 0.0 -0.3 0.4
H -0.3 0.2 0.0
H 0.1 -0.8 0.7
H 0.1 0.2 -0.2
H -2.3 7.4 -1.9
Cs -0.9 -10.7 -9.4
C 0.0 1.0 -1.5
C 0.0 0.1 0.0
O 0.4 0.1 0.2
C -0.1 -0.2 -0.3
C -0.1 0.0 0.2
H -0.1 -0.4 0.6
H -0.1 -0.1 0.4
H 0.0 0.0 0.0
H 0.1 0.0 0.0
H 0.0 0.0 -0.1
H 0.0 0.0 0.0
H 0.0 0.1 0.2
H 0.0 -0.1 -0.1
H 0.0 0.0 0.0
H 0.0 0.0 0.0
C -0.1 0.2 0.3
C -0.4 0.1 0.0
O 0.2 0.1 1.4
C -0.2 0.0 0.2
O 0.2 0.0 -0.1
O -0.1 0.1 -0.3
H 0.0 -0.2 0.0
H 0.0 0.0 0.0
H 0.0 0.1 0.0
H 0.1 -0.1 -0.2
Cl 0.4 0.6 -1.3
C 0.0 0.0 0.0
Cl 0.0 -0.1 0.0
Cl -0.2 0.7 0.7
Cl 0.0 0.0 0.0
Cl 0.1 0.0 0.0
F 0.3 -0.2 -0.1
C -0.1 0.1 0.0
C 0.2 0.0 -0.1
C 0.0 0.0 0.0
C -0.1 0.0 -0.1
C 0.2 0.1 0.0
C -0.1 -0.3 0.0
H -0.5 -0.7 -0.7
H 0.0 0.0 0.0
H 0.0 0.0 0.0
H 0.0 0.0 0.0
H 0.0 0.1 0.1
Be 0.5 0.7 0.8
C -0.1 -0.1 0.0
C -0.8 0.4 -1.2
O 0.6 0.0 0.5
O 0.3 -0.2 0.6
H 0.0 0.0 0.0
H 0.1 0.0 0.0
H 0.1 0.1 0.0
Cl -0.2 -0.9 -0.8
Cs -2.3 -9.7 1.7

Partial atomic charges computed with the Mulliken method, in multiples of e:
1 O -0.919
2 S 1.605
3 O -0.662
4 C -0.955
5 C 0.521
6 C -0.855
7 C -0.834
8 F -0.431
9 C -1.230
10 C 0.163
11 C 0.262
12 C 0.285
13 C -0.377
14 N -0.697
15 C -1.161
16 C -1.091
17 O -0.735
18 H 0.628
19 H 0.301
20 H 0.368
21 H 0.447
22 H 0.596
23 H 0.591
24 H 0.265
25 H 0.705
26 H -0.077
27 H 0.701
28 H 0.014
29 H 0.427
30 H 0.408
31 H 1.464
32 Cs 0.993
33 C -0.993
34 C -0.548
35 O -0.417
36 C -0.305
37 C -0.953
38 H 0.347
39 H 0.485
40 H 0.402
41 H 0.269
42 H 0.544
43 H 0.286
44 H 0.339
45 H 0.218
46 H 0.396
47 H 0.279
48 C -0.309
49 C -0.054
50 O -0.243
51 C 0.697
52 O -0.506
53 O -0.361
54 H 0.321
55 H 0.219
56 H 0.123
57 H 0.230
58 Cl -0.682
59 C 0.300
60 Cl -0.093
61 Cl 0.011
62 Cl -0.115
63 Cl -0.103
64 F -0.168
65 C 0.444
66 C -0.335
67 C -0.563
68 C -0.529
69 C -0.415
70 C -0.176
71 H 0.358
72 H 0.372
73 H 0.375
74 H 0.361
75 H 0.368
76 Be -0.055
77 C -0.715
78 C 0.633
79 O -0.521
80 O -0.605
81 H 0.296
82 H 0.132
83 H 0.234
84 Cl -0.046
85 Cs 1.049